Entry 1:
Molecular formula: C5H12O3
Method: DFT, ωB97M-V/def2-TZVPD

Geometry as XYZ:
```
20
Properties=species:S:1:pos:R:3:forces:R:3
C -2.522 -0.892 -0.963 1.517 -0.072 -1.871
O -0.547 2.134 1.385 1.031 0.397 4.935
C 0.531 0.149 0.349 -1.536 -1.361 5.525
H 4.041 -0.351 -0.247 -1.036 -1.994 -0.408
H -1.341 -0.957 1.009 2.135 0.531 -1.879
H 0.168 2.261 -0.429 -0.747 -2.621 0.604
C -0.310 1.375 0.273 -0.312 4.280 -3.514
H 0.042 1.896 2.153 -0.767 0.403 -1.275
H -0.693 -0.366 -1.954 -0.112 0.554 0.928
O 4.202 0.412 0.246 0.203 3.188 2.664
H -0.590 -1.962 -1.817 -0.609 -1.282 0.417
O -2.809 0.182 -0.527 -1.428 -0.158 0.139
H -0.086 -2.013 0.540 0.814 0.369 -0.342
H 1.059 0.023 1.460 -1.235 0.682 -2.527
H 1.291 0.019 -0.305 2.339 0.189 -2.294
C -0.985 -1.150 -1.231 -1.275 1.140 0.622
H -3.302 -1.601 -1.257 -0.080 -0.448 0.103
H 3.681 0.575 1.095 0.845 -1.202 -2.266
H -1.409 1.281 -0.001 2.209 -0.811 -0.856
C -0.422 -1.014 0.220 -1.955 -1.786 1.295
```
Positions in Å, forces in eV/Å.

The total energy comes out at -423.3001 Eh. The HOMO-LUMO gap is 9.59 eV. The structure (SMILES) is O=CCCCCO.O.

Atomic partial charges in e from the Mulliken method, atoms 1 to 2: number 1, C, carries -0.176; number 2, O, carries -0.508



Entry 2:
Molecular formula: C17H23N5O2SZr
Method: DFT, ωB97M-V/def2-TZVPD

Geometry as XYZ:
```
49
Properties=species:S:1:pos:R:3:forces:R:3
C 0.560 1.438 -4.257 1.715 -3.131 -2.904
C 1.464 -0.458 5.207 0.408 -0.056 0.818
H 1.265 -1.446 3.324 0.051 0.045 0.550
H 0.919 -2.040 -4.460 0.374 -0.803 -0.069
H -1.378 2.448 -4.120 -0.448 0.742 0.090
H 0.786 5.555 -1.060 -0.393 -0.547 0.346
C -0.903 1.507 -4.209 -0.053 -1.395 0.683
H -2.759 0.326 -4.228 -0.904 0.018 -0.048
H -1.221 1.506 6.009 0.035 -0.175 -0.179
C 0.139 4.932 -0.400 0.229 2.174 -0.094
H 1.160 0.533 5.551 0.069 -0.194 -0.169
C 0.053 3.558 -0.807 -0.801 -4.927 2.077
N -0.081 2.374 -0.690 0.481 3.621 -1.964
H -1.613 -1.915 -4.388 -0.581 -0.792 -0.110
C 2.659 1.369 0.037 0.529 -0.107 3.492
H -5.223 -1.571 -0.168 0.624 -0.292 -0.345
C -1.702 0.274 -4.271 1.493 -2.177 -3.727
H 2.282 0.073 -4.375 1.138 0.044 -0.116
H -4.331 -3.056 0.290 0.178 0.534 -0.640
N -1.007 0.728 4.056 0.240 -1.166 -2.410
H 0.553 5.018 0.635 -0.202 -0.393 -0.788
C -3.242 -1.704 -0.898 3.646 1.354 1.304
H 4.859 -2.452 -1.770 -0.669 -0.030 0.314
O 2.752 1.259 1.186 -0.399 0.247 -3.419
C -1.435 0.581 5.462 -0.220 0.120 0.926
H 2.544 -0.460 5.030 -0.232 -0.013 -0.080
S -0.478 -0.201 1.540 -0.853 1.760 0.105
C 2.858 -1.949 -1.261 -3.208 3.518 2.365
N -2.157 -1.230 -0.865 -2.333 -0.845 -1.165
H -4.966 -2.866 -1.374 0.435 0.392 0.426
H 1.237 -1.208 5.973 0.006 0.148 -0.140
N 0.785 -0.802 3.951 -0.962 0.729 -1.883
C 0.042 -1.643 1.025 2.128 -5.889 -0.671
C -4.480 -2.317 -0.535 -1.930 -0.851 0.024
C 4.008 -2.787 -1.133 1.739 -1.478 -0.420
C 1.231 0.126 -4.359 -1.957 2.966 -3.250
H -0.859 5.430 -0.381 0.543 -0.555 -0.173
C -0.205 -0.109 3.397 0.993 -0.526 2.306
C 0.433 -1.103 -4.410 -0.060 1.214 0.895
H -1.637 1.254 3.448 0.063 0.172 0.478
H 1.136 2.319 -4.200 0.649 0.841 -0.045
N 1.990 -1.167 -0.997 2.257 -2.818 -2.328
H -0.925 -0.256 5.944 -0.161 0.175 -0.218
C -1.038 -1.030 -4.368 -1.543 3.218 -2.424
H 4.391 -2.805 -0.082 -0.546 0.258 -0.705
Zr -0.193 0.104 -2.766 0.261 -0.571 11.848
H 3.814 -3.847 -1.419 -0.095 0.736 0.112
O 0.430 -2.696 0.698 -1.985 4.688 1.473
H -2.517 0.407 5.486 0.252 0.017 -0.148
```
Positions in Å, forces in eV/Å.

The total energy comes out at -1529.3280 Eh. The HOMO-LUMO gap is 4.93 eV. As for the net charge: +4.

Atomic partial charges in e from the Mulliken method, atoms 1 to 2: number 1, C, carries -0.425; number 2, C, carries -1.058



Entry 3:
Molecular formula: C5H6N2
Method: DFT, ωB97M-V/def2-TZVPD

Geometry as XYZ:
```
13
Properties=species:S:1:pos:R:3:forces:R:3
H 0.296 2.313 -0.298 -0.023 -0.057 -0.010
H 1.776 -1.431 -0.409 -0.208 -0.012 -0.038
C 0.763 -1.085 -0.569 -0.185 -0.398 -0.081
C 0.446 0.275 -1.158 0.030 0.034 -0.060
H -1.350 0.872 1.858 0.030 -0.130 -0.170
C -0.288 -1.648 -0.033 -0.265 0.177 0.058
N 0.763 0.914 1.344 -0.287 0.148 0.177
N -1.409 -1.908 0.407 0.562 0.030 -0.207
C 0.196 1.264 -0.024 0.126 0.222 -0.328
H 1.274 0.641 -1.771 -0.028 -0.075 0.102
C -0.481 0.942 1.212 0.301 0.390 0.250
H -1.558 -1.355 1.257 -0.160 -0.422 0.184
H -0.427 0.206 -1.818 0.106 0.092 0.123
```
Positions in Å, forces in eV/Å.

The total energy comes out at -303.4985 Eh. The HOMO-LUMO gap is 10.01 eV. The structure (SMILES) is N=C=CC[C@H]1C=N1.

Atomic partial charges in e from the Mulliken method, atoms 1 to 2: number 1, H, carries 0.426; number 2, H, carries 0.317



Entry 4:
Molecular formula: C22H25F2N3O
Method: DFT, ωB97M-V/def2-TZVPD

Geometry as XYZ:
```
53
Properties=species:S:1:pos:R:3:forces:R:3
H -0.819 -1.488 0.298 0.322 -2.007 -1.897
C -3.343 4.278 0.253 -7.039 7.562 -0.274
N 1.013 2.187 -0.168 1.076 0.245 1.092
H 3.063 2.927 0.604 -2.213 3.702 1.477
N 1.834 1.275 -0.463 4.414 -7.733 -3.364
C -2.117 2.506 0.713 -7.181 -4.472 9.370
H 0.540 -3.190 -1.347 -1.390 -0.557 2.353
H 1.548 -0.711 -1.537 2.949 -4.773 -2.104
C -2.175 1.213 1.745 0.388 0.747 -13.747
C -1.344 3.866 -1.034 -4.804 0.009 6.287
H -2.037 -3.698 1.613 1.362 -2.515 1.156
C -0.474 -3.410 -0.332 9.856 -12.480 -9.082
O 0.040 -3.887 0.735 2.008 -1.764 5.898
H -2.145 -2.003 1.995 -0.641 -0.418 0.819
F 3.723 -1.041 -0.824 -3.077 -5.632 -2.476
C -3.322 3.226 1.026 0.826 -1.510 1.289
H -2.952 0.587 1.424 -1.122 -1.011 -0.643
C 4.067 0.045 -0.399 5.731 7.753 2.445
H 6.185 -0.633 -0.636 -0.657 0.651 1.108
H -2.373 5.680 -1.313 -1.472 -1.838 2.254
H -2.984 -3.324 -0.644 0.158 1.061 0.944
C 0.960 -5.084 0.698 2.836 6.062 -0.197
H -2.162 0.131 -1.042 0.565 0.111 -1.898
H 1.471 -5.198 1.686 -1.108 0.213 -0.684
H -0.549 3.924 -1.626 2.653 1.363 -3.111
C 5.529 0.137 -0.152 -1.581 2.172 -0.835
H -4.217 5.279 0.105 1.625 -3.450 1.601
C -0.202 0.587 -1.218 4.368 -9.173 -3.794
H -3.063 -1.505 -0.194 0.902 -1.882 0.373
C -1.222 2.792 -0.133 4.865 -2.449 -6.906
H -4.108 3.097 1.850 1.575 -0.475 -1.476
C 1.193 0.090 -1.142 -4.116 9.566 3.273
C -0.092 1.619 -0.542 -6.529 13.591 5.725
H -2.311 1.423 2.587 -2.123 3.907 12.668
F 7.320 1.629 0.694 -2.055 -0.226 -0.817
C -1.158 -2.385 -0.628 -4.532 12.554 8.767
H -0.791 -4.454 -0.968 -0.459 2.373 0.871
H 0.595 -5.944 0.309 -1.841 -2.484 -1.102
H 5.478 3.198 1.164 -0.067 -0.214 -0.583
H -1.548 0.363 -2.681 -1.656 1.771 -6.301
H 1.789 -4.667 -0.013 -1.228 -1.050 0.959
C 3.808 2.302 0.414 -1.870 -1.827 -2.171
C 5.977 1.440 0.325 2.889 -6.046 -1.176
H -3.689 -3.070 1.699 -0.082 0.212 0.597
C -2.466 4.715 -0.599 7.971 1.583 -8.403
H -1.311 0.754 1.657 4.251 -2.681 -0.364
C -1.354 -0.087 -1.862 0.135 -4.637 10.885
C 5.087 2.352 0.564 4.028 5.816 4.171
C -2.463 -2.502 -0.005 -6.372 -0.194 0.085
C -2.638 -2.880 1.553 0.112 2.974 -3.667
N -1.190 -1.633 -1.722 0.829 2.505 -6.849
H -1.893 -2.106 -2.236 -0.804 0.243 -1.761
C 3.293 1.278 -0.247 -2.674 -5.245 -0.788
```
Positions in Å, forces in eV/Å.

The total energy comes out at -1291.8525 Eh. The HOMO-LUMO gap is 9.02 eV.

Atomic partial charges in e from the Mulliken method, atoms 1 to 2: number 1, H, carries -0.273; number 2, C, carries -0.077